(1)
The following is a quantum chemistry calculation of a molecular structure, C12H16I3InN3OS3, from the Open Molecules 2025 dataset.

Geometry as XYZ:
```
39
Properties=species:S:1:pos:R:3:forces:R:3
In -1.05389 -1.84615 1.15931 -0.123 0.029 -0.045
S -4.61693 -1.53955 4.64693 -0.075 0.101 0.036
C -3.62727 -1.07199 3.32696 0.000 -0.090 0.066
S -2.90855 -2.55839 3.87241 0.049 -0.020 -0.111
S -3.42584 0.06355 2.21792 0.042 0.037 -0.006
I 2.13568 -2.93307 0.57179 0.202 0.115 0.111
C 2.17749 -1.51617 2.13810 -0.076 -0.248 -0.238
C 3.37099 -1.15454 2.73632 -0.016 0.047 0.034
C 3.30878 -0.21151 3.75192 -0.003 -0.029 -0.023
C 2.08117 0.32305 4.11871 -0.015 -0.027 -0.021
C 0.94898 -0.11594 3.45583 0.010 0.048 0.055
N 1.00016 -1.02579 2.48013 0.069 0.142 -0.062
H 4.30797 -1.58956 2.42132 -0.013 -0.014 -0.005
H 4.21699 0.09768 4.25210 -0.011 0.023 0.003
H 2.00626 1.06271 4.90267 -0.030 -0.009 0.002
H -0.04077 0.25765 3.69328 0.032 0.044 0.063
C -2.55119 -0.21805 -2.20163 -0.019 0.045 0.081
N -1.30271 0.50405 -2.37424 -0.031 -0.009 -0.065
C -1.23594 1.38315 -3.53611 0.106 0.069 -0.046
C 0.21035 1.67429 -3.88038 -0.049 0.008 0.146
C 0.87498 2.24586 -2.64454 -0.074 -0.007 -0.105
N 0.70644 1.32964 -1.52283 0.018 -0.008 -0.020
C 1.64080 1.49071 -0.42402 -0.067 0.003 0.066
C -0.38228 0.53647 -1.38340 -0.028 -0.083 0.007
O -0.52474 -0.17042 -0.35387 0.078 0.008 0.152
H -2.79639 -0.74915 -3.12073 0.027 -0.005 -0.009
H -3.36769 0.47150 -1.96815 -0.002 -0.018 -0.008
H -2.46009 -0.93723 -1.39556 -0.008 -0.023 -0.021
H -1.77228 2.31719 -3.33266 -0.036 -0.024 -0.018
H -1.74282 0.88702 -4.36327 -0.005 -0.034 0.016
H 0.27322 2.37886 -4.70784 -0.012 0.007 0.002
H 0.71165 0.74998 -4.17260 0.014 0.010 -0.046
H 0.44477 3.22408 -2.40013 0.040 0.004 0.010
H 1.94362 2.38801 -2.80377 0.012 -0.026 0.015
H 2.66083 1.48013 -0.80808 -0.011 -0.011 -0.018
H 1.51306 0.67753 0.28015 0.017 -0.036 0.045
H 1.47114 2.43944 0.09436 0.024 -0.015 -0.011
I -3.10064 -4.45097 -0.86484 0.075 -0.137 -0.118
I -1.09531 -5.89406 -1.86159 -0.112 0.135 0.084
```
Forces are in eV/Å.

Computed properties:
Net charge: +1
Frontier orbital gap (eV): 6.8556
Max |F| (eV/A): 0.4
Highest occupied orbital energy (eV): -10.76
LUMO level (eV): -3.91


(2)
The following is a quantum chemistry calculation of C3H2N2O in the gas phase at a distorted geometry, from the Open Molecules 2025 dataset.

Geometry as XYZ:
```
8
Properties=species:S:1:pos:R:3:forces:R:3
C -1.57721 -0.76827 0.00988 -0.912 0.612 0.478
C 0.87497 1.29907 0.06110 -2.212 3.052 1.082
C 0.75047 -0.16414 0.00893 0.633 -3.608 -1.787
N -2.67538 -0.90640 0.36651 -0.107 -0.238 0.395
N -0.46378 -0.57422 -0.61091 1.747 0.762 -0.183
O 0.38763 2.35024 0.05141 1.443 -2.378 -0.322
H 1.51290 -0.47218 -0.73050 0.117 0.604 -0.042
H 1.19040 -0.76410 0.84357 -0.709 1.194 0.381
```
Forces are in eV/Å.

Computed properties:
Net charge: 0
ΔE to the lowest compared entry with this formula, charge and spin (eV): 2.814
Frontier orbital gap (spin up / spin down) (eV): 7.5245 / 6.2722
Max |F| (eV/A): 4.1
Highest occupied orbital energy (spin up / spin down) (eV): -9.16 / -8.54
LUMO level (spin up / spin down) (eV): -1.63 / -2.27


(3)
The following is a quantum chemistry calculation of a molecular structure, C17H17CaN6S2, from the Open Molecules 2025 dataset.

Geometry as XYZ:
```
43
Properties=species:S:1:pos:R:3:forces:R:3
Ca 0.81274 0.51990 0.35027 -0.071 0.119 -0.002
C 3.89922 -1.81821 0.26094 0.008 -0.023 0.013
C 4.17408 -0.35505 0.18066 0.100 0.063 0.002
N 3.26214 0.59080 0.22077 -0.120 -0.032 0.006
C 3.82706 1.85295 0.12501 0.032 -0.013 -0.021
C 5.17759 1.85015 0.00881 0.012 0.007 0.015
S 5.76674 0.24969 0.02617 -0.064 -0.038 -0.009
C 2.95715 3.03530 0.15394 0.008 0.038 -0.014
C 3.35601 4.33142 0.08813 0.006 0.005 0.019
S 2.00231 5.36470 0.15607 -0.055 -0.053 -0.016
C 0.95774 4.02109 0.26254 0.087 0.085 0.005
N 1.58697 2.86884 0.25331 -0.043 -0.166 -0.003
C -0.52343 4.17581 0.35622 -0.005 -0.011 0.006
H 2.84429 -1.99637 0.45007 -0.002 -0.010 0.009
H 4.47660 -2.27822 1.06248 -0.001 0.005 0.002
H 4.17078 -2.32414 -0.66605 -0.013 0.017 -0.013
H 5.84382 2.69155 -0.08185 -0.003 0.002 0.002
H 4.35681 4.72089 0.00803 0.001 -0.001 0.003
H -0.80828 5.22530 0.34949 0.000 0.001 0.000
H -0.89538 3.72584 1.27693 -0.004 0.003 0.001
H -1.01082 3.68059 -0.48348 -0.001 0.002 0.000
C -4.92955 0.28595 -0.39629 0.024 0.011 0.003
C -3.72262 -0.62134 -0.11739 -0.083 -0.068 -0.028
C -3.92781 -1.43081 1.17266 0.027 0.008 0.004
C -3.45270 -1.56068 -1.30493 0.009 0.033 -0.002
C -2.53630 0.22346 0.06515 0.047 0.040 0.024
N -1.59306 0.86572 0.21210 0.076 -0.057 -0.018
H -5.80614 -0.34613 -0.53362 -0.001 -0.002 0.001
H -4.78439 0.87243 -1.30307 -0.003 0.000 -0.003
H -5.12028 0.96216 0.43670 -0.002 -0.002 0.000
H -4.80008 -2.06960 1.03923 0.002 -0.005 -0.003
H -4.10446 -0.77903 2.02806 0.000 0.000 -0.001
H -3.06832 -2.06870 1.37820 -0.007 -0.008 0.001
H -4.32564 -2.19753 -1.44326 0.001 -0.005 0.006
H -2.59464 -2.20507 -1.11804 0.004 -0.016 0.010
H -3.28590 -0.99989 -2.22450 -0.005 0.004 -0.002
N 0.31615 -1.69763 0.21244 0.147 0.038 0.022
C 0.28119 -2.84289 -0.02649 -0.127 0.054 -0.028
C 0.25038 -4.17561 -0.31889 0.029 0.106 0.004
C 1.49703 -4.83257 -0.49134 -0.126 -0.239 0.055
N 2.51276 -5.36372 -0.60862 0.073 0.150 -0.026
C -1.00873 -4.81644 -0.45088 0.125 -0.168 -0.052
N -2.03102 -5.33490 -0.56568 -0.080 0.126 0.028
```
Forces are in eV/Å.

Computed properties:
Net charge: +1
ΔE to the lowest compared entry with this formula, charge and spin (eV): 0.000
Frontier orbital gap (eV): 7.3031
Max |F| (eV/A): 0.3
Highest occupied orbital energy (eV): -10.55
LUMO level (eV): -3.24